Formula: C41H84Br2O23P2Si
Source: the OMol25 dataset
Level of theory: the ωB97M-V functional and the def2-TZVPD basis

Each atom is followed by the atoms it is bonded to, with distances in Å.
Cartesian coordinates (Å):
1 C 1.899 -1.120 2.996  C2 1.560, H28 1.091, H29 1.092, H30 1.096
2 C 1.669 -2.376 2.101  C1 1.560, C3 1.530, H31 1.096, H32 1.093
3 C 2.163 -2.034 0.694  C2 1.530, C4 1.547, H33 1.098, H34 1.097
4 C 2.312 -3.247 -0.255  C3 1.547, C5 1.546, H35 1.097, H36 1.098
5 C 3.482 -3.126 -1.259  C4 1.546, C6 1.554, H37 1.096, H38 1.094
6 C 3.278 -1.935 -2.237  C5 1.554, C7 1.547, H39 1.094, H40 1.095
7 C 3.808 -0.601 -1.662  C6 1.547, C8 1.538, H41 1.092, H42 1.099
8 C 4.453 0.349 -2.686  C7 1.538, C9 1.545, H43 1.097, H44 1.096
9 C 3.637 0.567 -3.980  C8 1.545, C10 1.528, H45 1.094, H46 1.099
10 C 2.131 0.675 -3.749  C9 1.528, C11 1.558, H47 1.090, H48 1.097
11 C 1.706 1.850 -2.819  C10 1.558, C12 1.543, H49 1.098, H50 1.092
12 C 0.628 1.369 -1.826  C11 1.543, C13 1.540, H51 1.095, H52 1.099
13 C -0.450 2.412 -1.478  C12 1.540, C14 1.586, H53 1.093, H54 1.093
14 C -1.231 1.813 -0.234  C13 1.586, C15 1.539, H55 1.094, H56 1.097
15 C -2.735 2.104 -0.371  C14 1.539, C16 1.549, H57 1.092, H58 1.099
16 C -3.358 1.153 -1.423  C15 1.549, Si17 1.918, H59 1.100, H60 1.094
17 Si -3.862 -0.560 -0.724  C16 1.918, C18 1.908, P22 2.235, P25 2.257
18 C -2.414 -1.732 -1.138  Si17 1.908, C19 1.524, H61 1.095, H62 1.096
19 C -2.597 -3.197 -0.759  C18 1.524, O20 1.142, Br21 1.950
20 O -2.023 -4.010 -1.319  C19 1.142
21 Br -3.760 -3.758 0.701  C19 1.950
22 P -5.743 -1.096 -1.805  Si17 2.235, C23 1.862, C24 1.863
23 C -5.493 -2.601 -2.873  P22 1.862, H63 1.089, H64 1.094, H65 1.093
24 C -7.166 -1.334 -0.627  P22 1.863, H66 1.094, H67 1.091, H68 1.093
25 P -4.356 -0.464 1.477  Si17 2.257, O26 1.678, Br27 2.274
26 O -5.188 0.966 1.756  P25 1.678, H69 0.971
27 Br -2.301 -0.342 2.443  P25 2.274
28 H 2.892 -1.119 3.449  C1 1.091
29 H 1.112 -0.999 3.743  C1 1.092
30 H 1.836 -0.255 2.326  C1 1.096
31 H 0.596 -2.598 2.137  C2 1.096
32 H 2.215 -3.236 2.497  C2 1.093
33 H 3.164 -1.598 0.813  C3 1.098
34 H 1.556 -1.258 0.212  C3 1.097
35 H 1.374 -3.431 -0.792  C4 1.097
36 H 2.500 -4.128 0.373  C4 1.098
37 H 3.436 -4.048 -1.850  C5 1.096
38 H 4.434 -3.065 -0.725  C5 1.094
39 H 3.757 -2.174 -3.191  C6 1.094
40 H 2.195 -1.902 -2.393  C6 1.095
41 H 3.049 -0.099 -1.059  C7 1.092
42 H 4.596 -0.870 -0.945  C7 1.099
43 H 4.606 1.315 -2.187  C8 1.097
44 H 5.454 0.022 -2.988  C8 1.096
45 H 3.896 -0.181 -4.735  C9 1.094
46 H 3.971 1.522 -4.408  C9 1.099
47 H 1.675 -0.241 -3.374  C10 1.090
48 H 1.670 0.858 -4.728  C10 1.097
49 H 1.232 2.612 -3.451  C11 1.098
50 H 2.545 2.353 -2.332  C11 1.092
51 H 0.083 0.488 -2.181  C12 1.095
52 H 1.133 1.128 -0.880  C12 1.099
53 H -1.191 2.513 -2.275  C13 1.093
54 H -0.040 3.386 -1.198  C13 1.093
55 H -0.803 2.143 0.717  C14 1.094
56 H -1.060 0.730 -0.274  C14 1.097
57 H -3.252 2.118 0.591  C15 1.092
58 H -2.819 3.120 -0.782  C15 1.099
59 H -2.596 0.957 -2.193  C16 1.100
60 H -4.205 1.594 -1.956  C16 1.094
61 H -1.453 -1.395 -0.736  C18 1.095
62 H -2.317 -1.726 -2.230  C18 1.096
63 H -5.042 -2.283 -3.811  C23 1.089
64 H -6.463 -3.044 -3.120  C23 1.094
65 H -4.910 -3.364 -2.351  C23 1.093
66 H -7.421 -2.395 -0.557  C24 1.094
67 H -7.008 -0.882 0.353  C24 1.091
68 H -8.047 -0.839 -1.046  C24 1.093
69 H -5.766 1.149 0.998  O26 0.971
70 C 6.942 3.711 -7.227  O71 1.428, H76 1.087, H77 1.089, H78 1.089
71 O 6.715 2.986 -6.018  C70 1.428, C72 1.336
72 C 7.661 3.157 -5.090  O71 1.336, O73 1.204, O74 1.335
73 O 8.642 3.846 -5.198  C72 1.204
74 O 7.326 2.429 -4.021  C72 1.335, C75 1.428
75 C 8.252 2.513 -2.937  O74 1.428, H79 1.089, H80 1.089, H81 1.087
76 H 6.111 3.489 -7.893  C70 1.087
77 H 6.964 4.782 -7.035  C70 1.089
78 H 7.869 3.390 -7.701  C70 1.089
79 H 8.326 3.537 -2.573  C75 1.089
80 H 9.231 2.143 -3.238  C75 1.089
81 H 7.867 1.883 -2.140  C75 1.087
82 C 0.669 8.980 0.499  O83 1.428, H88 1.087, H89 1.089, H90 1.089
83 O 0.802 7.628 0.059  C82 1.428, C84 1.335
84 C 1.028 6.750 1.038  O83 1.335, O85 1.205, O86 1.334
85 O 1.125 7.003 2.212  C84 1.205
86 O 1.130 5.535 0.495  C84 1.334, C87 1.431
87 C 1.379 4.493 1.444  O86 1.431, H91 1.090, H92 1.089, H93 1.088
88 H 0.487 9.594 -0.379  C82 1.087
89 H -0.179 9.082 1.175  C82 1.089
90 H 1.583 9.323 0.981  C82 1.089
91 H 0.559 4.422 2.159  C87 1.090
92 H 2.321 4.661 1.963  C87 1.089
93 H 1.435 3.556 0.893  C87 1.088
94 C -4.931 9.336 -3.336  O95 1.428, H100 1.087, H101 1.089, H102 1.089
95 O -5.092 8.604 -2.120  C94 1.428, C96 1.335
96 C -4.089 8.756 -1.252  O95 1.335, O97 1.205, O98 1.335
97 O -3.107 9.435 -1.416  C96 1.205
98 O -4.364 8.024 -0.169  C96 1.335, C99 1.427
99 C -3.367 8.093 0.849  O98 1.427, H103 1.089, H104 1.090, H105 1.087
100 H -5.804 9.130 -3.951  C94 1.087
101 H -4.884 10.406 -3.138  C94 1.089
102 H -4.040 9.008 -3.868  C94 1.089
103 H -3.258 9.114 1.213  C99 1.089
104 H -2.413 7.715 0.480  C99 1.090
105 H -3.697 7.465 1.673  C99 1.087
106 C -4.388 -3.760 3.811  O107 1.429, H112 1.086, H113 1.088, H114 1.090
107 O -4.015 -4.241 5.104  C106 1.429, C108 1.335
108 C -4.909 -5.060 5.665  O107 1.335, O109 1.205, O110 1.336
109 O -5.956 -5.404 5.178  C108 1.205
110 O -4.439 -5.431 6.859  C108 1.336, C111 1.428
111 C -5.298 -6.316 7.578  O110 1.428, H115 1.089, H116 1.089, H117 1.087
112 H -3.590 -3.110 3.464  C106 1.086
113 H -4.498 -4.589 3.116  C106 1.088
114 H -5.310 -3.182 3.867  C106 1.090
115 H -5.444 -7.244 7.027  C111 1.089
116 H -6.256 -5.840 7.783  C111 1.089
117 H -4.808 -6.541 8.522  C111 1.087
118 C 1.726 -6.945 2.976  O119 1.428, H124 1.087, H125 1.089, H126 1.089
119 O 2.491 -7.477 4.058  C118 1.428, C120 1.335
120 C 3.682 -6.899 4.221  O119 1.335, O121 1.205, O122 1.336
121 O 4.132 -6.003 3.552  C120 1.205
122 O 4.290 -7.485 5.256  C120 1.336, C123 1.428
123 C 5.586 -6.963 5.550  O122 1.428, H127 1.089, H128 1.089, H129 1.087
124 H 0.786 -7.489 2.942  C118 1.087
125 H 1.513 -5.889 3.138  C118 1.089
126 H 2.246 -7.088 2.029  C118 1.089
127 H 5.525 -5.908 5.814  C123 1.089
128 H 6.258 -7.106 4.705  C123 1.089
129 H 5.968 -7.518 6.402  C123 1.087
130 C 4.039 6.426 4.769  O131 1.430, H136 1.087, H137 1.089, H138 1.089
131 O 4.143 5.080 4.299  C130 1.430, C132 1.335
132 C 4.369 4.175 5.254  O131 1.335, O133 1.204, O134 1.337
133 O 4.487 4.400 6.431  C132 1.204
134 O 4.439 2.972 4.674  C132 1.337, C135 1.428
135 C 4.676 1.895 5.580  O134 1.428, H139 1.089, H140 1.089, H141 1.087
136 H 3.855 7.055 3.902  C130 1.087
137 H 3.203 6.529 5.458  C130 1.089
138 H 4.967 6.744 5.243  C130 1.089
139 H 3.867 1.816 6.305  C135 1.089
140 H 5.631 2.023 6.088  C135 1.089
141 H 4.711 0.982 4.990  C135 1.087
142 C -7.674 -8.048 -5.745  O143 1.428, H148 1.087, H149 1.089, H150 1.089
143 O -7.099 -8.308 -4.465  C142 1.428, C144 1.336
144 C -5.996 -7.599 -4.204  O143 1.336, O145 1.205, O146 1.334
145 O -5.482 -6.796 -4.940  C144 1.205
146 O -5.567 -7.936 -2.986  C144 1.334, C147 1.429
147 C -4.383 -7.252 -2.570  O146 1.429, H151 1.089, H152 1.089, H153 1.087
148 H -8.555 -8.680 -5.834  C142 1.087
149 H -7.978 -7.006 -5.827  C142 1.089
150 H -6.975 -8.304 -6.540  C142 1.089
151 H -4.556 -6.178 -2.527  C147 1.089
152 H -3.553 -7.479 -3.237  C147 1.089
153 H -4.135 -7.606 -1.573  C147 1.087

As for the charge: 0. The SMILES is CCCCCCCCCCCCCCCC[Si@](CC(=O)Br)(P(C)C)P(O)Br.COC(=O)OC.COC(=O)OC.COC(=O)OC.COC(=O)OC.COC(=O)OC.COC(=O)OC.COC(=O)OC. The max |F| is 4.5 eV/Å. Its LUMO energy is 0.019 eV. Its multiplicity is 1.

Mulliken atomic charge list, values in e, 6 entries: C -1.26; C -0.05; C 0.38; C -0.52; C -1.30; C -0.15